{"formula": "C23H45B2BrClFN4O11S2", "method": "ωB97M-V/def2-TZVPD", "elements": ["C", "C", "C", "C", "C", "N", "C", "N", "C", "C", "C", "C", "C", "C", "O", "C", "O", "C", "C", "C", "O", "B", "O", "N", "C", "C", "C", "Br", "B", "C", "O", "N", "C", "S", "C", "C", "S", "O", "O", "F", "H", "H", "H", "H", "H", "H", "H", "H", "H", "H", "H", "H", "H", "H", "H", "H", "H", "H", "H", "H", "H", "H", "H", "H", "H", "H", "H", "H", "H", "H", "H", "H", "H", "H", "H", "H", "H", "H", "H", "H", "H", "H", "H", "H", "H", "O", "Cl", "O", "O", "O"], "coordinates": [[2.3270, 3.2316, -4.8266], [2.5124, 1.5737, -4.6926], [1.1434, 0.7392, -4.9561], [0.5088, -0.0956, -3.7196], [-0.0323, -1.5635, -4.3187], [1.3917, -0.2635, -2.4812], [1.1088, 0.3568, -1.2488], [-0.0359, 1.2659, -1.0648], [0.0314, 2.6016, -1.7318], [-0.8703, 1.1806, 0.1520], [-2.3430, 0.6666, -0.3482], [-2.4640, -0.8638, -0.8834], [-3.8042, -1.2126, -1.7605], [-4.3081, -2.7783, -1.5532], [-4.5424, -3.1528, -0.1493], [-4.0985, -4.5805, -0.0207], [-2.8106, -4.8876, 0.1593], [-0.2365, 0.5174, 1.5164], [0.2495, 1.8503, 2.4029], [-0.9314, 2.7181, 3.1034], [-0.8715, 3.1949, 4.3612], [-1.3275, -0.2663, 2.4779], [-2.7370, 0.1863, 2.7617], [-1.0693, -1.5722, 3.2712], [-2.1744, -2.5793, 3.0424], [-1.1289, -1.2600, 4.7813], [1.0651, -0.4409, 1.0840], [0.4507, -2.2530, 0.3453], [2.0537, -0.9324, 2.2919], [3.4010, -1.8463, 1.8775], [1.8748, -0.7422, 3.7439], [1.9254, 0.1108, -0.0059], [2.9377, 1.1172, 0.3420], [3.4163, 2.3343, -1.0524], [3.5366, 4.0348, -0.2066], [3.6173, 5.2624, -1.3017], [2.7892, -1.3547, -2.6601], [4.0721, -0.8252, -1.9399], [3.2535, -1.4994, -4.1623], [2.3973, -2.9972, -2.2035], [3.2234, 3.7934, -4.2734], [2.4418, 3.4960, -5.9672], [1.2734, 3.5960, -4.4511], [3.1061, 1.3086, -3.7210], [3.2495, 1.3026, -5.5935], [1.3519, -0.0343, -5.8389], [0.3279, 1.4874, -5.4036], [-0.5251, 0.4547, -3.4771], [-0.5623, -1.2899, -5.3477], [-0.8706, -1.9473, -3.5981], [0.8239, -2.3200, -4.5423], [0.2764, 3.5078, -0.9943], [0.8462, 2.5509, -2.5698], [-1.0437, 2.8355, -2.1803], [-1.1033, 2.3340, 0.3930], [-2.5556, 1.3339, -1.3219], [-3.2424, 0.9866, 0.3700], [-1.5229, -1.1200, -1.5663], [-2.4121, -1.6478, 0.0126], [-3.5483, -1.0350, -2.9106], [-4.6630, -0.4917, -1.3843], [-5.3641, -2.8569, -2.0973], [-3.6133, -3.5731, -2.0590], [-4.9096, -5.4439, -0.1384], [1.0451, 1.6485, 3.2144], [0.7603, 2.5631, 1.5922], [-1.9263, 2.9448, 2.4950], [-2.7691, 0.6828, 3.6316], [-3.2103, -2.2755, 3.5002], [-2.3509, -2.8117, 1.9083], [-1.8657, -3.5986, 3.5756], [-0.1393, -1.6311, 5.3203], [-1.1166, -0.0703, 4.8778], [-2.1126, -1.6413, 5.2898], [4.2482, -1.7288, 2.6805], [3.0264, -2.9674, 1.9173], [3.7723, -1.6348, 0.7851], [2.6196, -0.1272, 4.0353], [2.7725, 1.7945, 1.2766], [3.9704, 0.5485, 0.5435], [4.4548, 4.0078, 0.5452], [2.5739, 4.1323, 0.4656], [4.6933, 5.7294, -1.2766], [2.8140, 6.0552, -0.9800], [3.2978, 4.8304, -2.3430], [-1.8908, -3.3589, 7.6220], [-3.1640, -3.7307, 7.0360], [-3.1258, -3.4933, 5.6060], [-4.2204, -2.9346, 7.6299], [-3.4192, -5.1360, 7.2859]], "spin_multiplicity": 1, "e_above_lowest_kcal_mol": 352.3}

{"formula": "C21H42FN2O8P", "method": "ωB97M-V/def2-TZVPD", "elements": ["N", "C", "C", "C", "P", "N", "O", "C", "C", "F", "O", "C", "O", "H", "H", "H", "H", "H", "H", "H", "H", "H", "H", "H", "H", "C", "C", "O", "C", "H", "H", "H", "H", "H", "H", "C", "C", "O", "C", "H", "H", "H", "H", "H", "H", "C", "C", "O", "C", "H", "H", "H", "H", "H", "H", "C", "C", "O", "C", "H", "H", "H", "H", "H", "H", "C", "C", "O", "C", "H", "H", "H", "H", "H", "H"], "coordinates": [[-0.4296, -3.9933, 4.1140], [0.4755, -3.9006, 2.9637], [1.2618, -2.5817, 2.9524], [0.7215, -1.4044, 2.1023], [-1.1636, -1.3228, 2.2941], [-1.4899, 0.3106, 1.8705], [-1.6507, -2.0881, 0.9383], [1.2724, -1.4221, 0.6692], [1.4184, 0.0468, 0.3020], [0.3171, 0.5089, -0.3812], [1.5118, 0.7480, 1.5311], [1.3178, -0.0974, 2.5839], [1.6404, 0.2075, 3.6915], [-0.9604, -3.1367, 4.2151], [-1.0918, -4.7505, 3.9972], [1.2091, -4.7097, 3.0630], [-0.0241, -4.0640, 1.9947], [1.4077, -2.2522, 3.9851], [2.2574, -2.8112, 2.5533], [-1.8686, 0.7894, 2.6843], [-2.2011, 0.3651, 1.1466], [-1.5094, -1.5687, 0.1217], [0.6683, -1.9120, -0.0956], [2.2783, -1.8555, 0.6659], [2.2783, 0.2699, -0.3300], [-1.6300, 5.1209, 2.9920], [-1.3983, 4.0870, 1.9118], [-2.3035, 3.7058, 1.2057], [0.0083, 3.5605, 1.7795], [-2.6747, 5.4222, 2.9970], [-1.3631, 4.7089, 3.9668], [-0.9990, 5.9935, 2.8149], [0.3198, 3.0878, 2.7127], [0.6937, 4.3854, 1.5728], [0.0579, 2.8293, 0.9783], [1.8130, -2.3785, -4.0612], [2.8573, -1.6297, -3.2709], [2.5668, -1.0118, -2.2735], [4.2744, -1.6877, -3.7850], [0.8395, -2.2541, -3.5928], [1.7764, -1.9990, -5.0838], [2.0672, -3.4389, -4.1065], [4.3210, -1.2842, -4.7978], [4.6158, -2.7235, -3.8214], [4.9270, -1.1120, -3.1337], [-4.3929, -0.8116, -0.7729], [-3.3084, -0.3627, -1.7219], [-2.1314, -0.4323, -1.4331], [-3.7588, 0.1791, -3.0498], [-3.9617, -1.1997, 0.1473], [-5.0550, 0.0262, -0.5474], [-4.9921, -1.5937, -1.2417], [-4.4044, 1.0454, -2.8957], [-4.3288, -0.5718, -3.5954], [-2.8937, 0.4700, -3.6394], [6.4949, 1.2537, 6.6424], [5.6422, 0.2824, 5.8568], [5.8479, -0.9077, 5.8952], [4.5315, 0.8769, 5.0276], [7.2568, 0.7105, 7.1961], [6.9719, 1.9645, 5.9653], [5.8723, 1.8199, 7.3372], [4.9463, 1.5714, 4.2942], [3.8395, 1.4326, 5.6621], [3.9845, 0.0917, 4.5165], [-3.2183, 1.3970, -7.1606], [-4.5632, 0.7472, -6.9401], [-4.7629, 0.0014, -6.0105], [-5.6449, 1.0782, -7.9391], [-2.5246, 1.0851, -6.3839], [-2.8225, 1.1142, -8.1374], [-3.3206, 2.4833, -7.1429], [-5.3303, 0.7835, -8.9415], [-5.8288, 2.1538, -7.9491], [-6.5605, 0.5547, -7.6764]], "total_energy_ha": -1978.06975, "spin_multiplicity": 1}

{"formula": "C4H3N5", "method": "ωB97M-V/def2-TZVPD", "elements": ["C", "C", "C", "C", "N", "N", "N", "N", "N", "H", "H", "H"], "coordinates": [[-1.6532, 0.5256, 0.2959], [-0.5473, -0.1552, -0.1593], [0.4052, 0.2387, -1.3212], [0.5543, -0.3665, 1.4603], [-2.6874, 0.9227, 0.5908], [-0.5185, -1.5007, -0.7768], [0.2548, -1.1569, -1.6804], [0.5387, 1.4632, -2.0216], [1.5619, 1.0305, -1.5025], [0.3152, -1.4041, 1.7635], [0.2763, 0.4550, 2.1409], [1.5000, -0.0524, 1.2104]], "spin_multiplicity": 1, "e_above_lowest_kcal_mol": 98.2}

{"formula": "C13H31FN4O5S", "method": "ωB97M-V/def2-TZVPD", "elements": ["C", "C", "C", "C", "N", "S", "O", "O", "F", "H", "H", "H", "H", "H", "H", "H", "H", "H", "H", "C", "O", "N", "C", "C", "H", "H", "H", "H", "H", "H", "H", "C", "O", "N", "C", "C", "H", "H", "H", "H", "H", "H", "H", "C", "O", "N", "C", "C", "H", "H", "H", "H", "H", "H", "H"], "coordinates": [[2.5568, -1.0527, 2.2076], [2.0100, 0.1978, 1.2998], [0.5126, 0.7415, 1.6920], [0.6688, 2.1185, 2.5850], [-0.4082, -0.2974, 2.2967], [-2.0603, 0.0052, 1.7029], [-2.0664, -0.5229, 0.2237], [-2.4792, 1.4915, 1.7919], [-3.1189, -1.0586, 2.5946], [1.9068, -1.2699, 3.1774], [2.4509, -2.0307, 1.5313], [3.7023, -0.9287, 2.4467], [1.9835, -0.1535, 0.1673], [2.7397, 1.1382, 1.3888], [0.0031, 1.0718, 0.6643], [1.1563, 1.9210, 3.6549], [-0.3623, 2.7048, 2.7180], [1.3551, 2.8694, 1.9601], [-0.2091, -1.2705, 1.9219], [-1.3249, 0.9842, -3.7303], [-0.4876, 1.5150, -4.4494], [-2.5904, 1.4715, -3.4829], [-3.5257, 0.7832, -2.6177], [-2.9994, 2.7122, -4.1080], [-1.1163, 0.0370, -3.2068], [-4.4214, 0.5320, -3.1931], [-3.7954, 1.4454, -1.7898], [-3.0888, -0.1348, -2.2151], [-2.9394, 2.5998, -5.1948], [-2.3163, 3.5088, -3.7981], [-4.0218, 2.9709, -3.8202], [4.6976, 1.5532, 4.0150], [3.8840, 0.6406, 3.9432], [6.0408, 1.4068, 4.2879], [6.9412, 2.5391, 4.3560], [6.5705, 0.0780, 4.5140], [4.3999, 2.6029, 3.8597], [7.7267, 2.4125, 3.6054], [7.3894, 2.5755, 5.3532], [6.4114, 3.4766, 4.1663], [6.3867, -0.5342, 3.6259], [6.0510, -0.3719, 5.3654], [7.6438, 0.1196, 4.7172], [-5.0266, -2.1650, -4.4313], [-4.9349, -1.7912, -5.5939], [-4.3943, -3.2655, -3.8934], [-4.5537, -3.6434, -2.5045], [-3.5424, -4.0709, -4.7436], [-5.6491, -1.6238, -3.7003], [-3.5732, -3.6326, -2.0197], [-4.9745, -4.6520, -2.4581], [-5.2202, -2.9522, -1.9814], [-2.7406, -3.4419, -5.1421], [-4.1353, -4.4565, -5.5783], [-3.1122, -4.9038, -4.1813]], "total_energy_ha": -1607.04769, "spin_multiplicity": 1}